ORCA calculation (ωB97M-V/def2-TZVPD) on a molecular structure, C26H48BaCl3N6O3Si at a distorted geometry.

The geometry in XYZ format:
```
88
Properties=species:S:1:pos:R:3
H -3.3015 1.1127 -2.3579
C 3.8746 1.6170 0.2627
C -3.1919 -1.0276 2.3239
H 5.9639 1.1370 -1.2743
N 3.3193 0.2343 0.3455
C -3.0461 -3.4839 -0.3307
H 1.9484 2.6965 -3.2799
H -0.0068 0.2966 6.1751
H -7.3676 0.4224 -0.6905
H -0.6755 -3.5810 0.5033
H 1.3160 1.9910 -8.0850
C 4.1306 -0.6358 -0.5563
O 0.3582 -2.4844 -0.8954
C -4.0353 -0.4541 4.5147
H -1.6474 -0.2591 5.7853
C -2.1560 -2.3637 -2.3362
C 2.0554 0.2066 -5.8801
H 3.1246 -1.2747 1.8175
Si 1.4371 1.9598 -5.6243
H 0.5475 -2.6143 3.9021
C -6.4656 -0.0710 -1.0785
N 5.2984 1.6685 0.6607
N -1.8919 -2.9627 -1.0381
C 0.0998 -2.0790 4.7408
H -3.5534 2.6202 -1.4454
C 6.0576 0.7685 -0.2424
N -0.1941 -0.7096 4.3311
C 2.2328 3.0093 -4.2894
C -4.0033 0.9011 4.1687
C -5.3034 0.1087 -0.1590
H 3.2787 2.2680 0.9175
H -2.7054 -1.4195 -2.1865
H -6.7245 -1.1359 -1.1659
H -3.6094 -2.4812 3.8486
H -0.8202 -2.5852 5.0648
H 4.8746 1.7866 2.7343
H 6.7421 -1.0757 1.5071
H 1.6987 -0.1725 -6.8516
N 4.9171 -0.2455 2.1550
C -3.2704 0.3088 1.9381
C 5.6813 -1.1019 1.2177
H 1.2876 3.6615 -7.4658
C 1.7540 2.6765 -7.3522
H 4.0385 -0.2620 -1.5874
H 6.5002 1.1368 2.3089
C -3.6060 -1.4162 3.5957
H -2.8040 -3.0469 -2.9091
C 5.4333 1.1404 2.0417
H 5.2979 -2.1309 1.2833
Cl 0.5117 -0.1509 -3.1853
Ba 0.5320 0.2612 -0.3674
H -2.6464 1.8071 0.5569
H -2.6934 -4.1051 0.5036
O -2.0324 0.0333 -0.1122
H -0.9653 1.1444 4.9148
C 0.0961 -0.2872 3.0935
H -2.8231 -1.7626 1.6052
H 1.7070 -0.4794 -5.0888
H -1.2277 -2.1426 -2.8762
C 3.5015 -0.2456 1.7378
H 2.9485 0.4283 2.4070
H -3.5915 2.3266 2.5708
C -0.7317 0.1692 5.3568
H 3.1561 0.1889 -5.8878
H -4.3620 -0.7746 5.5117
H 1.9206 4.0528 -4.4433
H -4.3068 1.6617 4.8953
H -3.6562 -2.6610 0.0679
H -6.2787 0.3079 -2.0929
H 3.3275 2.9604 -4.3845
N 5.5607 -0.6291 -0.1842
C -2.9918 0.7590 0.4818
H 3.8136 1.9573 -0.7836
H -5.3844 -0.4055 0.8021
H -3.6748 -4.0743 -1.0068
Cl -0.6242 2.1576 -5.3049
C -3.9958 1.6377 -1.6853
O 0.5169 -1.0284 2.1802
H 0.7840 -2.0707 5.6017
H -0.0458 0.7974 2.9138
H 7.1120 0.7770 0.0667
C -4.2116 0.8343 -0.4338
H 3.7585 -1.6690 -0.4878
Cl 0.4964 2.7183 1.3462
H -4.9397 1.8056 -2.2093
C -0.6745 -3.0060 -0.4514
C -3.6033 1.2792 2.8864
H 2.8294 2.7720 -7.5769
```

Results
DFT total energy ... -3269.63808 Eh
Energy relative to the best compared isomer or geometry (same formula, charge and spin) ... 3.8 kJ/mol
Net charge ... -1

These are the Mulliken partial charges, in e, on atoms 1 to 4: H 0.1920; C -0.7631; C 0.6550; H 0.3376

=====

ORCA calculation (ωB97M-V/def2-TZVPD) on a gas-phase ion, C26H48ClN5O3PS (charge +1) at a distorted geometry.

The geometry in XYZ format:
```
85
Properties=species:S:1:pos:R:3
H 2.7542 -5.2506 5.0874
C 2.3838 0.8877 -3.0794
H -1.6263 -4.4847 0.8517
H -3.7209 -0.8171 2.5847
H 2.5247 -3.8339 4.0589
C 3.1902 0.9558 2.2129
H -2.0053 -0.0605 -1.1299
H 1.1974 2.5317 -3.9512
H 0.3099 -5.5263 1.7405
H -1.3163 2.2868 2.0083
H 4.1941 -1.9494 1.5490
H -1.4394 4.3407 -0.1993
H -4.5168 2.7159 -0.6562
H 0.7486 0.3985 1.8332
H 1.1211 -0.5218 -1.0199
C -1.9707 2.0275 -0.4325
H 2.2902 -3.0890 -2.0353
C 0.3048 -4.4361 1.7429
H 2.8760 1.3493 -2.2227
S 2.0420 1.9514 3.1003
H -3.5160 2.0184 -2.9356
C 0.4813 1.2637 2.4423
H 2.0101 -2.8209 -0.2805
H 0.8149 -5.7361 3.8554
C -5.0964 4.5354 -1.4655
P 1.2704 3.8597 -0.7894
H -0.9245 -2.8754 0.8346
H 3.0665 1.0608 -3.9172
H 2.9180 -0.8039 -0.8989
C -0.6976 -3.9343 0.6737
O 2.2872 3.7154 0.4679
N 4.6965 0.0574 0.9989
H -0.3964 0.7384 -2.1512
H -0.6868 -5.3082 4.6685
H 2.1346 4.4823 1.0365
N 4.1329 1.2701 1.3832
H -0.9654 -4.6961 -1.3186
C -0.1740 -4.1861 -0.7633
H -1.4649 2.3614 -3.5083
N -1.9382 4.3430 -1.0778
C -3.4126 2.9639 -2.3760
H 1.4608 1.4442 -0.6737
H -3.6350 0.7282 -1.1605
H 3.0844 -1.1679 -3.3391
H -0.1254 0.8840 3.2610
C 0.2236 -2.8808 -1.4879
H 0.4974 -2.9574 3.3109
C 1.7055 -2.5423 -1.2934
C -2.9595 0.0954 0.6795
C -3.2294 -0.3808 1.7441
C 2.2309 -0.6464 -2.9095
H 2.7874 -3.6178 5.8333
C 1.0650 1.5659 -3.4555
C 0.6286 2.1062 -0.9187
H -0.4987 3.5731 -2.9973
H 1.3368 -0.9455 -3.4712
H -3.3625 3.7801 -3.1050
N -0.9851 2.7305 -2.6793
H -4.6268 5.0582 -0.6249
C 2.3338 -4.2365 5.0628
C -2.0512 2.9964 -1.6212
H 0.0625 3.2784 1.6381
H -1.5094 4.9951 -1.7218
C 1.9947 -1.0254 -1.4398
H -4.9272 5.0953 -2.3801
O 3.0691 -0.3843 2.4167
H 0.6791 -4.8687 -0.7358
H -2.5133 2.5242 0.3716
C 0.0488 1.7234 -2.3000
H -0.4529 -2.0885 -1.1434
O 0.9446 -4.3002 5.3386
C 4.0560 -0.8828 1.6070
C -0.5118 1.7509 0.1139
C -0.3192 2.2617 1.5564
C -0.0685 -3.8755 3.1391
C -2.6724 0.6624 -0.6522
H 0.0113 -3.0396 -2.5510
Cl 2.5657 4.1528 -2.3766
N -4.5800 3.1609 -1.5589
C 0.2384 -4.8957 4.2619
H 1.2855 -4.0606 1.4353
H -6.1567 4.4763 -1.2147
H -0.4609 0.6598 0.1832
H -1.1297 -3.6160 3.1416
H 0.5852 0.9245 -4.2059
```

Results
DFT total energy ... -2718.38831 Eh
SMILES ... C#CC[C@H]1[C@H](CCSc2nnco2)[C@H](P(O)Cl)[C@H](CCCCCCCCCCCOC)[NH2+][C@@]1(N)CNC
Energy relative to the best compared isomer or geometry (same formula, charge and spin) ... 0.0 kJ/mol
Net charge ... +1

These are the Mulliken partial charges, in e, on atoms 1 to 4: H 0.3134; C -0.7505; H 0.4809; H 0.4743

=====

ORCA calculation (ωB97M-V/def2-TZVPD) on 2 unconnected molecules or ions with the total composition C26H48F2N3O9PS at a distorted geometry.

The geometry in XYZ format:
```
90
Properties=species:S:1:pos:R:3
C 1.0483 3.7128 1.3363
H -4.2073 0.8234 0.4959
O 0.4449 5.1247 -2.7119
N -8.4339 -1.5015 1.9733
C -0.7859 -3.2661 -0.0830
H -1.2164 -3.2293 -1.1025
H -2.7346 0.8013 -1.7400
H -3.6265 -0.1653 1.8215
H -1.5730 0.5397 4.9772
C -5.0125 -0.9498 -1.2021
H 4.9563 -1.7297 4.1611
H -0.6595 0.3063 -2.3002
C 2.2329 2.1909 -0.8110
C -4.3273 -1.3219 0.1307
H 1.6818 -2.9814 0.0325
C -2.0669 1.1183 -0.9401
H -5.0294 -1.6853 0.8773
H 3.2668 -1.5932 3.7793
H 1.5585 -0.4432 -3.5410
C 1.7230 -1.1255 -2.7023
H 3.4027 -2.9805 -1.3066
H -4.4221 -1.3710 -2.0156
C -0.5787 -0.4305 3.3095
H 4.8348 -1.2490 1.8625
H 3.3424 -0.8810 -1.3620
O 0.5677 -0.5495 3.7976
O 2.3164 5.3627 -1.0859
C -7.4133 -1.4149 0.1260
H -7.7186 0.3164 2.7193
C 2.3945 -0.3737 -1.5179
H 0.8436 -4.1574 -2.3507
N 0.9828 2.9858 -1.1587
O 2.2248 2.9976 1.4315
O -7.1016 -0.2781 0.7822
C -3.6380 -0.0763 0.7387
H 2.3902 1.3319 -2.8252
H -0.8613 3.0158 -2.1461
P 1.5408 4.4184 -2.1044
H -1.6149 -3.3137 0.6149
H 3.6548 -4.0265 -2.6643
H 1.9110 -2.8231 -3.9660
C 3.1789 0.1320 1.9578
C 1.7334 -4.2670 -1.7345
H -2.3132 2.1319 -0.6204
C 2.2532 1.7980 0.6605
O 0.1015 -4.3365 0.0899
H -1.8824 -0.8553 -0.2358
O 3.3994 1.1314 0.9248
H 2.6355 -0.7220 1.5711
O -1.1098 -1.1003 2.3902
H 0.3191 2.1633 -3.0508
F 0.1956 3.3460 2.3308
C -7.7919 -0.4338 1.9580
H 4.0751 -0.2518 4.6183
H 2.0738 -5.2983 -1.7758
H -0.0086 0.5269 -0.7013
F 1.1581 1.0723 1.0045
C -0.0397 2.3143 -2.0365
H -0.6544 3.0315 0.2536
H 2.0572 -4.6453 0.3761
H 2.7323 4.8821 -0.3492
O 2.6140 3.9346 -3.1573
H 3.0398 2.9243 -0.8366
H -0.0776 4.5703 -0.2611
H 1.2797 4.7618 1.5234
H -0.9268 1.6631 3.7700
H -3.6031 -2.1146 -0.0267
C 4.1896 -1.0188 3.8579
C 0.2556 3.5754 0.0258
C 1.4251 -4.0104 -0.2458
C 2.6980 1.1166 -1.8048
H -2.4158 0.7561 3.4326
C 2.9133 -3.3782 -2.1974
H 3.4786 3.9579 -2.7159
C 4.5054 -0.4149 2.4800
H 3.4035 -1.9645 -3.7804
C -2.2034 0.0912 0.1983
H 3.7811 1.1971 -1.8369
N -8.1905 -2.1708 0.7749
C 2.5335 -2.3171 -3.2239
H -5.0086 0.1211 -1.3747
H 5.2495 0.3761 2.5429
C -1.4344 0.7053 3.9082
C -0.6083 1.0052 -1.4705
S -6.6833 -1.6117 -1.4492
H 2.6647 0.5523 2.8157
H -1.5101 0.2882 1.0194
H 1.7974 -0.5788 -0.6350
H -0.3156 -2.2947 0.0895
H 0.7381 -1.4700 -2.3828
```

Results
DFT total energy ... -2800.11855 Eh
Net charge ... 0

These are the Mulliken partial charges, in e, on atoms 1 to 4: C -0.0266; H 0.4477; O -0.6781; N -0.3486

=====

ORCA calculation (ωB97M-V/def2-TZVPD) on a molecular structure, C26H48MoO2P2 at a distorted geometry.

The geometry in XYZ format:
```
79
Properties=species:S:1:pos:R:3
H -5.8263 -1.4146 -2.7243
H -5.8905 2.4115 -3.0466
C 0.8980 -0.9642 2.1150
H 5.8581 2.3331 -3.0794
H 2.6146 0.7144 1.7763
C 5.1096 1.7918 -2.4909
H -1.7976 3.2928 3.0086
C -0.7255 -1.6435 -0.6107
H -1.4867 -0.8950 -2.4781
H 0.5344 -0.5753 6.7866
H 1.0982 -3.1817 3.2718
H 1.8543 0.0771 4.0164
C -0.0775 0.8371 3.9635
H -2.6845 1.1064 1.6537
H 1.1931 -0.4120 -2.4761
H -5.9851 -0.3182 -1.3290
C 0.2054 -3.2078 2.6722
H 4.5789 2.4748 -1.8193
C -5.9081 -0.3649 -2.4209
O 0.4463 -1.3440 4.9989
O 1.8862 -1.2189 2.8437
C 3.5162 2.4155 -4.6955
H 2.9128 2.0464 -5.5319
C -2.3693 -2.3476 1.2108
C 1.3611 -1.4388 -2.1070
H -2.9443 -2.8329 0.4055
H 2.9936 -2.0580 1.5880
H -2.6855 -1.7444 -1.5110
C -1.0289 0.4117 2.9030
H -5.6362 1.1361 -4.9301
H 2.9298 3.1490 -4.1331
Mo -0.1582 0.4280 0.9063
H -6.7909 0.0931 -2.8820
H 5.5916 1.0102 -1.8938
C -1.6955 1.3730 2.0509
C -1.0055 -1.9522 0.7317
H -1.4426 -2.6402 -2.3767
H -4.7804 -0.4341 -5.1403
H 3.3399 -1.5947 -0.0710
C -1.6355 -1.7329 -1.7936
H 4.6283 -0.1085 -5.6434
H 0.5097 3.2447 3.2016
H -4.1684 2.9140 -2.9579
C 1.6346 1.0682 2.1510
H -1.5589 -0.5109 3.1368
H 5.9267 0.9196 -4.9431
H -2.3107 -3.0536 2.0501
C -1.3332 2.8297 2.1321
P -4.3600 0.5056 -2.9274
H 5.5378 -0.6775 -4.2190
H 1.6397 -1.9830 6.6495
C 0.2918 -2.1907 1.5115
H -0.4516 1.7273 4.5291
C 2.7543 -2.2884 0.5476
C -4.7107 0.5823 -4.7393
C 0.6508 -1.5730 6.3275
P 3.8793 0.9771 -3.5984
H 4.4402 2.8684 -5.0705
H -3.8658 1.0935 -5.2126
H 0.9489 -2.1147 -2.8660
H 2.4456 -1.5937 -2.0637
H 0.3606 4.1178 1.7022
H 1.5118 2.3567 0.4611
H -0.1299 -2.2610 6.7088
C -4.9237 2.2240 -2.5679
H -0.0807 -4.2516 2.3757
C 1.3954 0.9985 3.6254
C 0.7154 -1.6729 -0.7860
H -0.5216 -2.8048 3.3724
C 1.0146 2.1135 1.4091
C 1.3105 -2.1815 0.3687
H -1.7534 3.3221 1.2558
H 1.8341 1.8314 4.1999
H 3.0748 -3.3078 0.3206
C 0.1670 3.1292 2.1492
H -2.9576 -1.4754 1.5385
C 5.1272 0.2046 -4.7207
H -0.0428 -0.1161 4.7133
H -4.9978 2.3514 -1.4831
```

Results
DFT total energy ... -1919.92655 Eh
2S+1 ... 3
<S²> ... 2.068
Energy relative to the best compared isomer or geometry (same formula, charge and spin) ... 314.5 kJ/mol
Net charge ... +2

These are the Mulliken partial charges, in e, on atoms 1 to 4: H 0.3471; H 0.3604; C -0.5906; H 0.3835

=====

ORCA calculation (ωB97M-V/def2-TZVPD) on a molecular structure, C26H48N6O3P2Pd.

The geometry in XYZ format:
```
86
Properties=species:S:1:pos:R:3
H 0.2988 -3.2425 0.5245
H -2.1598 6.5187 -0.2444
H -2.7670 -2.4815 -1.4445
N -0.8110 0.5035 -0.0241
C -0.2676 1.4585 7.1533
H -1.2592 3.9270 6.6903
H 2.9940 0.2108 0.2162
H -2.0644 2.2416 -2.5897
H -0.7777 -4.6371 0.7812
C -2.4221 1.5635 5.9138
C -1.1615 4.9929 -2.2421
H -4.1362 4.1980 -0.6502
N 2.6623 -1.9429 -3.9153
H -2.8943 1.9969 6.7978
C -0.7417 1.4850 0.8748
H 2.4558 0.9475 -1.2991
C -0.8065 3.4766 5.8047
H -2.4637 5.2587 0.9499
N -1.0961 -3.6703 -1.0454
C 0.7284 0.4105 4.6636
H 1.1606 0.0802 5.5969
H 1.8167 -5.8190 -3.8771
C -0.2222 1.1209 2.2207
Pd 0.5766 -1.2861 0.5960
O 0.9807 -2.5923 -2.1522
C -2.2053 -2.8401 -0.5857
H 3.5665 -2.2577 0.1687
H -1.8391 -1.9850 -0.0011
C -0.3047 1.3366 4.6253
C 3.1467 0.2284 -0.8657
H -1.3080 3.8872 4.9278
C 1.2280 -0.1089 3.4790
H -3.8116 5.5260 -1.7746
H -1.3189 -0.0030 -1.9545
C -0.9366 1.9488 5.8698
H -2.5404 0.4796 5.9579
H 3.4241 -3.1116 -1.3749
H -0.3629 0.3776 7.2699
C 3.8554 -1.1993 -4.3097
C -0.7690 1.6885 3.3609
C -0.7800 -5.8057 -3.3657
C -1.1202 2.7943 0.5923
H -3.6764 3.8519 -2.3189
C -3.5016 4.5221 -1.4770
N 0.7685 0.2166 2.2716
H -0.1046 5.0012 -1.9699
H 2.0437 -0.8207 3.4961
H 0.5623 -4.7702 -0.3688
H 1.7167 -5.9058 -2.1128
H -1.5867 2.3887 3.2509
H 0.2423 3.7762 5.7662
H -1.4478 6.0035 -2.5408
C 1.8744 -2.3478 -5.0781
H 4.7671 -1.9859 -1.1180
P 1.8040 -1.2947 -2.6351
C -0.2071 -4.1031 0.0201
H -0.7460 1.9284 8.0139
H 0.9657 -2.8667 -4.7772
H 4.4640 -1.8294 -4.9608
N 2.8854 -1.0887 -1.4267
H -1.7603 -5.3547 -3.5099
O 0.9956 -0.1055 -2.9170
H -2.9567 1.9248 5.0346
C -1.2848 0.8049 -1.2345
N 0.2044 -4.7732 -3.0811
H -0.8476 -6.5355 -2.5509
C 1.5706 -5.2470 -2.9785
C -1.8505 5.5262 0.0870
H 2.2636 -4.4127 -2.9129
H -1.2801 4.3388 -3.1058
P -0.3964 -3.3458 -2.5055
H 3.6083 -0.2793 -4.8528
C -1.6098 3.1182 -0.6660
H -0.8095 5.5927 0.4089
C -1.6953 2.0768 -1.5863
H 1.5802 -1.4844 -5.6846
H -2.8635 -3.4432 0.0439
C 3.7056 -2.1673 -0.9119
H 4.4463 -0.9385 -3.4338
H 4.1758 0.5382 -1.0837
H 0.7925 1.7174 7.1787
H 2.4727 -3.0224 -5.6941
H -0.5088 -6.3308 -4.2843
O -1.3015 -2.6289 -3.4081
H -0.9968 3.5498 1.3547
C -2.0247 4.5310 -1.0600
```

Results
DFT total energy ... -2384.52820 Eh
Net charge ... 0

These are the Mulliken partial charges, in e, on atoms 1 to 4: H -0.1081; H 0.4247; H 0.3258; N 0.1872